# 1
DFT (the ωB97M-V functional and the def2-TZVPD basis) results for a structure of composition C29H50N3O12PS2 in a non-equilibrium geometry.

Structure (XYZ):
```
97
Properties=species:S:1:pos:R:3
C 1.68075 -0.10313 1.51321
C 1.79592 -0.75501 0.34497
N 1.78311 -1.78545 -0.75766
C 2.27072 -3.08399 -0.18071
C 3.53059 -2.96152 0.82738
C 4.82853 -2.18410 0.16902
C 5.26055 -1.05721 1.27691
C 6.70710 -0.37953 1.00091
C 6.61923 1.14930 1.61455
O 6.42154 2.10145 0.51559
C 6.55341 3.44742 1.10326
C 0.34223 -1.83433 -1.18961
C 0.11906 -0.50946 -2.15223
C -0.69279 0.68563 -1.41006
C -2.20402 0.68144 -1.99825
N -3.07284 -0.22455 -1.16715
C -4.36496 0.45364 -0.79098
C -4.39074 0.75282 0.80376
C -3.20416 0.17652 1.68187
C -3.26278 0.44748 3.26535
C -4.46633 1.25347 3.92181
C -5.62824 1.84718 2.99418
C -5.60621 1.61287 1.42186
O -6.61347 2.12682 0.52273
C -0.06287 -3.11403 -2.09269
O -0.44629 -4.30621 -1.30204
C -1.76365 -4.07290 -0.67886
N -2.16761 -5.33817 0.07282
C -1.92297 -5.15104 1.40016
C -0.42984 -5.18622 2.01912
C -3.14205 -4.87516 2.46397
P 1.20027 -3.53027 -3.47315
O 0.51020 -3.24002 -4.86554
H 1.31230 0.68321 2.29196
H 2.56203 -3.88135 -0.98061
H 1.39833 -3.57683 0.43142
H 3.24719 -2.54302 1.87450
H 3.90366 -4.05542 1.02713
H 5.68304 -2.89894 -0.12338
H 4.41519 -1.57479 -0.74422
H 5.24658 -1.54687 2.33946
H 4.44724 -0.21503 1.29654
H 7.04548 -0.38462 -0.10089
H 7.46623 -0.92882 1.70095
H 5.71263 1.18761 2.35525
H 7.57002 1.37293 2.25047
H 5.96144 3.50027 2.10047
H 7.68115 3.66081 1.30186
H 6.08252 4.17576 0.33809
H -0.31349 -1.67011 -0.25265
H -0.33448 -0.81334 -3.17736
H 1.18427 -0.07830 -2.38943
H -0.62024 0.57714 -0.26160
H -0.22804 1.71738 -1.67976
H -2.22476 0.25412 -3.08987
H -2.57235 1.77423 -2.03411
H -3.32490 -1.08146 -1.71441
H -5.20712 -0.34311 -0.97716
H -4.63897 1.35927 -1.45208
H -2.29402 -0.41609 1.29283
H -2.38687 0.02528 3.91027
H -4.45381 1.38348 5.08365
H -6.50988 2.43104 3.45731
H -6.77501 3.10576 0.68880
H -1.04422 -2.81385 -2.66285
H -2.57296 -3.76717 -1.46083
H -1.75185 -3.23338 0.11684
H -0.35464 -6.02134 2.82657
H -0.11564 -4.19107 2.55171
H 0.38171 -5.40901 1.23140
H -3.03183 -5.51947 3.42109
H -4.13371 -5.13073 1.93066
H -3.09615 -3.74713 2.78180
H 2.39352 -2.73552 -3.41981
H 1.49438 -4.95816 -3.49920
C 8.72923 7.35933 -0.64757
C 7.85606 7.54330 -1.88172
O 6.51938 7.34674 -1.42353
S 6.40578 7.86105 0.11502
O 5.87366 9.19489 0.10508
O 5.84534 6.80331 0.90626
O 7.99885 7.95283 0.42555
H 8.86990 6.29875 -0.41836
H 9.70377 7.83901 -0.75645
H 8.10014 6.83373 -2.67372
H 7.93316 8.56324 -2.27108
C -9.98987 -1.14063 -1.44720
C -10.87118 0.08807 -1.63337
O -10.07180 1.18900 -1.20280
S -8.50969 0.87085 -1.53145
O -8.17143 1.51394 -2.77135
O -7.74284 1.04990 -0.32312
O -8.67560 -0.72448 -1.81601
H -9.96636 -1.45422 -0.39918
H -10.31296 -1.97787 -2.06897
H -11.79284 0.03116 -1.05219
H -11.11599 0.24105 -2.68911
```

Output
* spin multiplicity: 1
* frontier orbital gap: 7.805 eV
* LUMO level: -0.087 eV

These are the Mulliken partial charges, in e, on atoms 1 to 5:
1. C -1.01
2. C 0.36
3. N 0.39
4. C -0.23
5. C -0.85

***

# 2
DFT (the ωB97M-V functional and the def2-TZVPD basis) results for an isolated molecule of C3H3ClF2 in a non-equilibrium geometry.

Structure (XYZ):
```
9
Properties=species:S:1:pos:R:3
C -1.74096 -0.14760 0.33466
C -0.63695 0.40084 -0.41104
C 0.66878 0.53705 0.27768
H -1.62144 -0.23715 1.40408
H -0.53037 0.60630 -1.45659
H 0.48968 0.72576 1.37803
F -2.91050 -0.14863 -0.13591
F 1.47067 1.59746 -0.04228
Cl 1.46325 -1.11036 -0.05469
```

Output
* spin multiplicity: 1
* frontier orbital gap: 10.107 eV
* relative energy (zero: lowest compared OMol25 entry of this formula, charge and spin): 1.4048 eV
* LUMO level: 0.574 eV

These are the Mulliken partial charges, in e, on atoms 1 to 5:
1. C -0.07
2. C -0.31
3. C 0.11
4. H 0.28
5. H 0.33

***

# 3
DFT (the ωB97M-V functional and the def2-TZVPD basis) results for a structure of composition C23H26N2O4PdS3Se2.

Structure (XYZ):
```
61
Properties=species:S:1:pos:R:3
Pd 1.05741 -2.18422 0.48287
O 5.92143 -2.21215 3.18041
C 4.74716 -2.80050 3.71746
C 3.61338 -2.67202 2.69385
C 3.30858 -1.17398 2.57171
O 2.50236 -0.82500 1.43482
C 4.09909 -3.21615 1.33730
Se 2.69727 -3.88458 0.14231
C 2.44255 -3.51003 3.23090
Se 0.63403 -2.99288 2.68126
H 6.65859 -2.37670 3.77365
H 4.44959 -2.29907 4.64754
H 4.90314 -3.86273 3.93817
H 4.24774 -0.62565 2.50353
H 2.75890 -0.83060 3.44961
H 3.02991 -0.53528 0.67809
H 4.73364 -4.08781 1.50231
H 4.70079 -2.47091 0.82313
H 2.40229 -3.44271 4.32168
H 2.59612 -4.55158 2.96132
S -5.28824 -1.39839 1.53051
C -3.96743 -1.88126 0.67453
S -2.79695 -3.04547 1.24637
C -1.87431 -2.82746 -0.21421
N -2.40738 -2.01125 -1.05315
N -3.56700 -1.49430 -0.57333
C -4.16636 -0.45412 -1.35487
C -5.52241 -0.46242 -1.64365
C -6.04818 0.56477 -2.41327
C -5.22933 1.58050 -2.88577
C -3.87387 1.57479 -2.59018
C -3.33716 0.55704 -1.82002
S -0.35671 -3.62083 -0.53301
H -6.15144 -1.25472 -1.27027
H -7.10556 0.56756 -2.64527
H -5.64934 2.37872 -3.48450
H -3.22755 2.36729 -2.95056
H -2.28852 0.53945 -1.56508
C -0.54488 5.61383 -1.93371
C -0.23648 4.19015 -1.56190
C -0.18781 3.79050 -0.23445
C 0.05838 2.46945 0.12578
C 0.05643 2.09906 1.58455
C 0.30331 1.53493 -0.89008
C 0.26478 1.91331 -2.24265
C 0.45766 0.92294 -3.35991
C -0.01560 3.23745 -2.54986
C 0.56130 0.10853 -0.52916
O -0.20981 -0.43695 0.31551
O 1.50149 -0.56682 -1.04613
H -0.44813 6.27662 -1.07406
H -1.56688 5.70131 -2.31010
H 0.12376 5.96883 -2.71909
H -0.35727 4.52318 0.54805
H 0.06504 2.99985 2.19809
H 0.91827 1.48556 1.84919
H -0.82920 1.51540 1.83412
H 1.42106 0.42520 -3.28939
H 0.38369 1.42589 -4.32382
H -0.30737 0.14180 -3.32353
H -0.05796 3.53465 -3.59362
```

Output
* spin multiplicity: 1
* frontier orbital gap: 6.126 eV
* LUMO level: -1.803 eV

These are the Mulliken partial charges, in e, on atoms 1 to 5:
1. Pd 0.12
2. O -0.52
3. C -1.35
4. C 2.12
5. C -1.62

***

# 4
DFT (the ωB97M-V functional and the def2-TZVPD basis) results for a structure of composition C6H7HgLiO6 in a non-equilibrium geometry.

Structure (XYZ):
```
21
Properties=species:S:1:pos:R:3
Hg 0.64987 -2.15035 2.74628
O 1.03125 -1.54618 1.04057
O -1.00228 -0.72539 -0.02987
C -2.17344 -1.22504 0.60471
C -2.06508 -0.66656 2.01452
O -0.64577 -0.69706 2.24575
C 0.06795 -0.66198 0.97553
H -3.05354 -0.85351 0.06991
H -2.15713 -2.32545 0.61229
H -2.56189 -1.27844 2.77266
H -2.40053 0.37595 2.07855
Li 2.93057 1.31367 -4.85376
O 1.33821 2.16777 -3.78967
O 0.80097 1.37833 -1.73028
C 1.20980 0.86373 -0.64892
C 0.46731 0.76500 0.60283
O 2.58807 0.52306 -2.94048
C 1.67278 1.33133 -2.97001
H 2.25878 0.52874 -0.68092
H -0.05283 1.79178 0.42679
H 1.09695 1.09060 1.45353
```

Output
* spin multiplicity: 1
* frontier orbital gap: 7.130 eV
* total charge: +2
* relative energy (zero: lowest compared OMol25 entry of this formula, charge and spin): 0.0000 eV
* LUMO level: -10.427 eV

These are the Mulliken partial charges, in e, on atoms 1 to 5:
1. Hg 1.09
2. O -0.89
3. O -0.35
4. C -0.43
5. C -0.28

***

# 5
DFT (the ωB97M-V functional and the def2-TZVPD basis) results for a structure of composition C26H24NOPPtSSe4.

Structure (XYZ):
```
59
Properties=species:S:1:pos:R:3
Pt 0.47659 -0.25945 -1.87099
C 1.16515 -2.65756 1.57204
C 0.00884 -1.95440 2.22355
C -0.60694 -2.56220 3.31317
C -1.59926 -1.92561 4.04052
C -1.98901 -0.64466 3.69063
C -1.40259 -0.02460 2.59870
C -0.42315 -0.66996 1.84196
P 0.36799 0.21773 0.44715
C -0.38256 1.88664 0.54241
C -1.69472 1.86594 0.06159
C -2.45270 3.01924 -0.02226
C -1.89379 4.22378 0.37113
C -0.59243 4.25058 0.84214
C 0.19022 3.10132 0.94293
C 1.60458 3.26515 1.42836
C 2.12073 0.18189 0.87814
C 2.59662 0.30014 2.18507
C 3.95442 0.30157 2.42835
C 4.84133 0.18356 1.35895
C 4.36760 0.00954 0.07266
C 2.99369 -0.03514 -0.18368
C 2.50345 -0.41516 -1.55863
H 1.16709 -3.71445 1.83579
H 2.11284 -2.22636 1.90199
H 1.12279 -2.58410 0.49073
H -0.28214 -3.55438 3.60262
H -2.05509 -2.42521 4.88570
H -2.75079 -0.12545 4.25698
H -1.72533 0.97034 2.32856
H -2.11989 0.93149 -0.28621
H -3.46083 2.97527 -0.41253
H -2.46229 5.14226 0.30187
H -0.15412 5.19650 1.13672
H 1.80050 4.31595 1.63699
H 2.32783 2.92866 0.68333
H 1.79284 2.70442 2.34127
H 1.89522 0.40208 3.00564
H 4.32750 0.40102 3.43911
H 5.90863 0.20273 1.53948
H 5.06174 -0.12537 -0.74847
H 2.75145 -1.46823 -1.72708
H 3.04404 0.15473 -2.31758
Se 0.92176 -0.43114 -4.34242
Se -0.79230 0.81930 -5.20058
Se -0.74793 2.70891 -3.64140
Se 1.03492 2.11497 -2.41369
O -1.62775 -0.14211 -2.20465
N -2.17017 -1.22897 -2.75795
C -3.36321 -1.03756 -3.36138
C -4.03731 -2.07866 -3.93355
C -3.45585 -3.34811 -3.90201
C -2.23290 -3.51532 -3.30426
C -1.56088 -2.43350 -2.71718
S -0.03666 -2.60940 -1.93920
H -3.69663 -0.01194 -3.34111
H -4.98802 -1.89534 -4.41061
H -3.95806 -4.19252 -4.35385
H -1.74507 -4.47881 -3.27500
```

Output
* spin multiplicity: 1
* frontier orbital gap: 6.302 eV
* relative energy (zero: lowest compared OMol25 entry of this formula, charge and spin): 0.0788 eV
* LUMO level: -0.462 eV

These are the Mulliken partial charges, in e, on atoms 1 to 5:
1. Pt 2.34
2. C -1.22
3. C 1.01
4. C -0.82
5. C -0.70

***

# 6
DFT (the ωB97M-V functional and the def2-TZVPD basis) results for a structure of composition C26H20ClLiOP.

Structure (XYZ):
```
50
Properties=species:S:1:pos:R:3
Li 1.13001 0.74811 1.21982
O 0.95131 -0.45892 -0.22133
C 0.45167 -1.07999 0.73972
C -0.03287 -2.47981 0.43083
C 0.91689 -3.46523 0.14676
C 0.53711 -4.78513 -0.01943
C -0.80216 -5.14601 0.08714
C -1.74941 -4.17459 0.36663
C -1.37496 -2.84328 0.55150
P -2.57386 -1.51806 0.97979
C -2.91305 -1.87723 2.74579
C -3.88802 -1.11127 3.38762
C -4.16754 -1.29398 4.73185
C -3.45345 -2.23200 5.46750
C -2.46466 -2.97910 4.84694
C -2.19665 -2.80555 3.49444
C -4.08961 -2.20253 0.18418
C -4.22759 -1.96105 -1.18483
C -5.32138 -2.43829 -1.88777
C -6.31431 -3.15330 -1.22895
C -6.19650 -3.38886 0.13174
C -5.09026 -2.92106 0.83208
H 1.95800 -3.17802 0.05844
H 1.28465 -5.53745 -0.24405
H -1.10421 -6.17744 -0.04735
H -2.79488 -4.45118 0.44116
H -4.43308 -0.36190 2.82327
H -4.93210 -0.69439 5.21030
H -3.65977 -2.36869 6.52172
H -1.89180 -3.70047 5.41643
H -1.41879 -3.39075 3.02127
H -3.46069 -1.39457 -1.70172
H -5.40407 -2.24619 -2.95043
H -7.17416 -3.52156 -1.77461
H -6.96408 -3.94645 0.65477
H -5.00640 -3.12427 1.89239
Cl 4.12297 1.57570 3.38359
C 4.05460 2.64889 1.99230
C 5.25377 3.01415 1.41234
C 5.27468 3.84545 0.30150
C 4.05091 4.29232 -0.19874
C 2.86220 3.92279 0.38949
C 2.78425 3.06766 1.52597
C 1.54181 2.65090 2.07947
H 6.17457 2.63748 1.84045
H 6.21168 4.13180 -0.15738
H 4.02949 4.94490 -1.06516
H 1.92694 4.28634 -0.02269
H 0.69065 3.27201 1.80470
H 1.54866 2.35878 3.12583
```

Output
* spin multiplicity: 1
* frontier orbital gap: 5.849 eV
* total charge: -1
* relative energy (zero: lowest compared OMol25 entry of this formula, charge and spin): 0.0000 eV
* LUMO level: 2.623 eV

These are the Mulliken partial charges, in e, on atoms 1 to 5:
1. Li 1.18
2. O -0.71
3. C -1.30
4. C 0.86
5. C -0.56